# 1
C5H10N3OP | ωB97M-V with the def2-TZVPD basis set

Properties
SMILES ... C=NC[C@@H]1CN(P)N=C1O
HOMO ... -7.827 eV
Lowest unoccupied orbital energy ... 0.73 eV

The geometry in XYZ format:
```
20
C5H10N3OP, DFT ωB97M-V with the def2-TZVPD basis set
C 0.908 -0.303 1.167
H -3.650 1.640 -0.600
H 0.396 0.121 2.062
H 0.832 -0.377 -0.952
C -1.013 0.515 -0.383
N 2.138 0.452 1.060
C -0.778 -1.717 -0.073
H 3.612 1.303 -0.114
N -2.203 -0.168 -0.016
H -0.807 -3.721 -0.164
H -0.808 1.439 0.196
N -2.011 -1.537 0.139
H 2.365 0.555 -1.054
C 0.077 -0.444 -0.116
H 1.153 -1.249 1.607
H -1.228 0.962 -1.412
H -2.644 1.685 1.089
O -0.208 -2.959 -0.136
P -3.551 0.721 0.656
C 2.702 0.729 -0.015
```


# 2
C19H66N24O13 | ωB97M-V with the def2-TZVPD basis set

Properties
HOMO ... -8.330 eV
Lowest unoccupied orbital energy ... -0.34 eV

The geometry in XYZ format:
```
122
C19H66N24O13, DFT ωB97M-V with the def2-TZVPD basis set
H -2.466 -1.254 -0.325
H -4.840 -2.201 3.144
H 1.313 1.707 1.906
C -0.326 -5.365 1.527
N 5.611 1.522 0.215
H 3.124 -0.200 -2.836
N -0.779 4.863 0.216
O -0.244 3.814 4.752
H 1.295 3.498 -1.466
H 3.311 1.919 -1.590
H -0.925 2.719 -2.573
N -4.322 -2.422 -2.378
H 3.505 0.937 -0.078
O 0.059 5.330 -1.894
H 0.759 2.602 6.132
C -0.143 -1.757 -5.009
H -0.638 4.077 0.835
N -1.837 2.351 -2.344
N 3.713 -1.336 1.722
C 0.769 -0.225 -0.457
O -2.179 -1.641 -2.149
H 0.111 -1.644 3.963
N 0.920 1.707 -4.713
H -3.611 0.240 2.289
H -0.055 2.184 2.712
H -0.860 -0.979 5.366
C -3.593 0.193 0.426
H -1.602 -3.051 -5.345
N 0.229 -1.459 -0.443
O 0.401 -1.039 -4.245
H 1.499 3.539 -5.869
C -0.926 -4.198 2.314
C -4.274 -3.099 2.896
H -1.079 -0.177 1.597
H 0.267 -0.867 2.359
C 1.673 3.103 3.213
N 2.493 -3.066 -2.423
H -0.405 -1.759 -1.169
O 1.976 2.634 -2.912
H -3.019 -4.910 2.075
H 4.825 -2.542 3.361
H 2.653 -3.905 -1.884
H -0.360 -3.320 2.003
H -3.934 -3.675 3.756
O -3.507 0.908 -0.569
H 2.096 4.499 -4.557
C -3.321 -1.620 -2.586
H -1.498 5.571 0.239
N -2.976 -0.956 0.494
N -3.977 2.527 -2.685
H 4.720 -1.382 1.673
H -1.273 -2.615 -3.653
H -0.573 -5.375 0.466
N 0.795 2.496 2.265
H 2.023 2.269 3.821
H -2.375 -4.117 0.701
N -0.634 -0.425 2.469
H 0.821 1.926 -5.694
H -3.200 -1.625 1.217
H -0.892 2.604 6.209
H -0.216 1.668 4.914
H -4.868 2.752 -3.102
H -4.578 -0.646 -3.911
N -0.727 -4.512 3.726
N 1.582 3.690 -4.873
O 4.383 -2.232 -1.939
N -1.013 -2.651 -4.628
N -3.705 -0.674 -3.405
C 2.857 3.671 2.444
C 0.973 4.244 4.072
H -0.392 0.060 -2.042
C 3.040 -2.035 2.581
N -0.074 -1.837 -6.315
H -4.953 -3.769 2.368
N 3.824 1.578 -0.790
C 1.560 2.651 -4.073
H 0.230 -4.611 4.034
H 3.599 4.048 3.148
N -0.681 -1.190 4.395
H -0.438 -2.681 -6.733
H 3.378 -3.403 3.886
H 0.730 -5.574 1.696
H 3.252 2.790 1.939
H 0.427 1.445 -1.356
H 0.823 0.842 -4.202
H 1.747 -1.182 -3.308
N 2.699 -1.105 -2.977
H 6.617 1.452 0.161
H 0.698 3.196 0.232
O 5.662 2.174 -1.946
H 2.546 4.474 1.775
H 1.600 -2.961 -2.882
O -2.510 -0.156 3.679
C -0.065 4.683 -0.842
C 5.062 1.745 -0.943
O -2.585 3.638 -4.057
H 5.089 1.927 0.979
O 1.827 -1.991 2.769
N 0.344 0.444 -1.467
H 3.173 -0.845 1.023
N 3.859 -2.805 3.230
H -0.835 -6.236 1.940
H -1.111 -3.824 4.358
C -2.350 -4.098 1.791
O -2.983 -2.880 2.322
H -3.995 1.946 -1.859
H -3.109 0.131 -3.537
H -4.134 -3.326 -1.970
H -2.018 1.743 -1.558
C -0.100 2.604 5.460
N 0.717 3.675 -0.657
H 0.742 5.145 3.504
H 0.691 -2.114 0.173
C 3.330 -2.123 -2.490
H -4.587 1.494 1.523
H 0.747 -1.446 -6.753
O 1.567 0.259 0.316
N -4.119 0.599 1.493
C -1.385 -0.561 3.515
C -2.797 2.851 -3.108
H 1.711 4.546 4.815
H -5.073 -2.225 -3.024
```


# 3
C23H30CuN6O | ωB97M-V with the def2-TZVPD basis set

Properties
Spin multiplicity ... 2
HOMO (spin up / spin down) ... -6.711 / -6.665 eV
Lowest unoccupied orbital energy (spin up / spin down) ... 0.54 / 0.44 eV

The geometry in XYZ format:
```
61
C23H30CuN6O, DFT ωB97M-V with the def2-TZVPD basis set
C 1.130 3.424 -2.211
H -1.602 0.751 -2.326
H 2.748 -1.971 -1.137
H -2.721 0.209 1.502
H -4.686 -2.412 0.350
Cu 0.099 0.396 0.233
C 1.642 4.698 -2.286
C 1.206 -1.975 -2.654
N -3.407 -0.476 1.222
H -0.842 2.146 -3.115
C 1.339 5.532 0.027
C 0.677 2.254 2.565
C -0.483 0.024 3.066
H -0.504 -1.741 -3.909
C -0.129 -5.102 1.860
H 1.223 0.516 -3.392
H -3.743 -2.687 -1.060
H 1.459 -5.651 0.604
H -0.562 -0.704 3.886
C -0.957 -2.822 2.442
H -0.151 0.418 -4.477
C 0.601 -2.316 0.476
C 0.165 0.257 -3.443
H 0.786 4.560 1.775
C 1.701 5.676 -1.302
H -3.860 -0.975 1.968
N 0.621 2.071 1.139
C 0.970 4.399 0.721
H 2.045 6.657 -1.606
H 1.931 -3.677 -0.431
C -0.642 1.221 -2.557
H -1.659 -2.339 3.116
H 1.631 0.377 3.036
H 0.795 1.148 4.393
C 0.784 3.067 0.292
H 2.005 4.996 -3.267
C -0.234 -1.934 1.629
H -0.747 -1.267 -2.228
C -3.062 -1.166 0.092
N -3.819 -2.280 -0.143
H 2.180 -0.366 -1.598
H -0.237 -6.144 2.133
O -2.186 -0.803 -0.665
C 1.850 -1.388 -1.393
H -1.384 0.652 3.069
N 0.950 -1.297 -0.274
C 0.735 0.927 3.326
C 0.618 2.683 -1.118
H -0.204 2.817 2.912
C -0.958 -4.203 2.501
H -1.679 -4.638 3.188
C 1.137 -3.615 0.300
N -0.053 1.561 -1.285
N -0.297 -0.623 1.805
C -0.053 -1.217 -3.065
H 1.572 2.833 2.837
H 0.930 -3.015 -2.465
H 1.145 2.876 -3.145
H 1.387 6.438 0.625
C 0.856 -4.806 0.923
H 1.946 -1.971 -3.458
```


# 4
C8H14O3 | ωB97M-V with the def2-TZVPD basis set

Properties
SMILES ... CC1(C)C[C@@H]2CCO[C@H]2OO1
HOMO ... -9.668 eV
Lowest unoccupied orbital energy ... 0.81 eV

The geometry in XYZ format:
```
25
C8H14O3, DFT ωB97M-V with the def2-TZVPD basis set
H 0.899 -0.621 -1.529
C 3.008 -0.001 0.017
H 3.540 -0.188 -1.080
H -0.607 1.467 -1.476
H -1.182 -0.208 2.144
O -1.288 -1.148 -0.426
H 2.399 1.756 -1.084
H 0.583 0.771 1.244
C 0.935 -0.630 -0.377
C 0.624 0.827 0.093
O 0.085 -1.566 0.025
O 2.205 -0.954 0.301
H -1.151 2.335 0.238
H 3.832 0.094 0.812
C -1.917 0.168 1.500
H 2.644 2.124 0.537
C -3.040 0.222 -0.689
C 2.149 1.321 -0.123
H -3.093 -0.001 -1.933
C -0.736 1.379 -0.351
H -2.591 -0.684 1.488
C -1.645 0.187 -0.022
H -3.606 1.195 -0.552
H -2.263 1.103 2.013
H -3.683 -0.641 -0.314
```


# 5
C23H12Cl4F5N2NiO3S | ωB97M-V with the def2-TZVPD basis set

Properties
Spin multiplicity ... 3
Net charge ... -1
HOMO (spin up / spin down) ... -4.499 / -4.460 eV
Lowest unoccupied orbital energy (spin up / spin down) ... 2.39 / 2.37 eV

The geometry in XYZ format:
```
51
C23H12Cl4F5N2NiO3S, DFT ωB97M-V with the def2-TZVPD basis set
C -0.308 4.056 -2.984
O -2.757 -1.632 1.786
C 4.335 0.193 2.196
Cl -0.566 4.817 -0.394
H -2.528 0.373 -0.407
H -4.100 -2.187 -0.467
C 0.038 1.383 -2.382
F -2.062 -4.849 -1.474
H -3.910 -0.625 -2.090
C 0.050 1.794 -3.732
C 2.397 0.136 4.153
C 3.731 0.153 4.521
Ni 0.190 -0.175 0.098
F -1.814 -2.212 -1.411
S 2.557 0.167 0.079
H -0.436 5.108 -3.205
C 0.445 -0.818 -2.942
C -4.148 -1.161 -0.109
H 0.245 1.059 -5.754
C 0.252 0.790 -4.705
H 0.643 -1.826 -2.597
H -5.020 0.296 -1.308
C -2.945 -0.986 0.801
C -0.911 -2.930 -0.648
F -0.406 -6.438 -0.003
H 5.752 0.196 3.787
Cl 0.344 0.141 2.453
H 4.012 0.141 5.566
C 2.990 0.170 1.758
C 0.040 -2.277 0.098
H 1.612 0.112 4.901
F 1.500 -5.300 1.557
C 2.057 0.150 2.815
C 0.454 -0.502 -4.313
Cl -0.136 3.739 -5.665
Cl 5.624 0.234 1.025
C 4.700 0.184 3.531
H -5.037 -1.072 0.511
C -1.094 -4.298 -0.714
F 1.776 -2.667 1.663
O -0.238 1.857 -0.081
C -0.267 -5.107 0.029
N 0.231 0.086 -2.020
C -0.132 3.168 -4.007
O -2.070 -0.065 0.343
C 0.823 -3.140 0.831
H 0.621 -1.289 -5.038
C -0.325 3.636 -1.648
C 0.703 -4.518 0.814
C -0.183 2.296 -1.275
N -4.144 -0.194 -1.209
```


# 6
C6H9N3OS | ωB97M-V with the def2-TZVPD basis set

Properties
HOMO (spin up / spin down) ... -7.992 / -7.991 eV
Lowest unoccupied orbital energy (spin up / spin down) ... -0.06 / -0.06 eV

The geometry in XYZ format:
```
20
C6H9N3OS, DFT ωB97M-V with the def2-TZVPD basis set
H -1.296 1.312 2.058
N 3.616 -0.159 -0.917
O 1.754 1.602 -0.803
H -2.763 -1.798 -0.071
N 3.860 -1.155 -0.237
C -2.595 0.437 -0.541
H -0.172 2.016 0.858
H -0.315 -2.091 -0.382
H -2.328 2.476 0.256
H 4.870 -1.481 0.030
C -0.756 -1.081 -0.041
S 1.564 -0.230 1.130
N 2.286 0.897 0.048
C -2.086 1.457 0.164
C -2.135 -0.979 -0.585
C -0.854 1.241 0.966
H 3.032 -1.711 0.082
H -2.048 -1.265 -1.679
C -0.154 -0.135 0.656
H -3.481 0.649 -0.993
```


# 7
C5H12N2O | ωB97M-V with the def2-TZVPD basis set

Properties
SMILES ... C/N=C\N.CCC=O
HOMO ... -9.798 eV
Lowest unoccupied orbital energy ... 0.74 eV

The geometry in XYZ format:
```
20
C5H12N2O, DFT ωB97M-V with the def2-TZVPD basis set
H 0.503 -1.222 -0.838
C 1.178 3.055 0.315
H 0.962 0.837 -0.814
H -0.105 -2.394 -2.044
H 1.569 2.436 2.128
H -1.040 -1.075 1.405
H 2.787 2.180 1.152
C -1.585 -1.943 0.997
C -0.376 -1.784 -1.189
N 0.353 2.843 -0.639
H -1.299 -1.155 -1.426
N 1.762 2.065 1.187
H -0.564 1.190 -1.639
C -0.864 -2.760 -0.024
H 0.034 -3.210 0.409
H -1.464 -3.586 -0.424
H -0.559 1.120 0.118
O -2.722 -2.115 1.456
C 0.011 1.421 -0.772
H 1.419 4.096 0.644
```


# 8
C34H28FeN3O3P | ωB97M-V with the def2-TZVPD basis set

Properties
Spin multiplicity ... 6
Net charge ... +1
HOMO (spin up / spin down) ... -11.172 / -11.162 eV
Lowest unoccupied orbital energy (spin up / spin down) ... -3.72 / -4.61 eV

The geometry in XYZ format:
```
70
C34H28FeN3O3P, DFT ωB97M-V with the def2-TZVPD basis set
H 2.379 0.631 -1.581
C -0.335 0.559 -4.538
C 0.557 -0.326 5.010
C 1.107 3.728 2.289
C -1.254 -5.347 -0.098
C 5.683 0.420 -2.319
C -3.699 -0.480 -0.317
C 6.174 0.153 -1.044
H -7.429 0.346 0.104
H 1.720 5.654 1.541
H -1.963 -3.059 -2.491
C -2.172 0.458 -2.990
H -0.195 -0.406 5.784
H -1.079 -6.409 0.016
C 0.432 -0.242 -3.701
H 6.363 0.504 -3.155
N 3.446 -0.014 2.046
H -1.574 -5.481 -2.214
C -1.693 -2.631 -0.398
H -0.975 -4.925 1.987
C -1.412 -3.154 0.863
H -4.340 -2.002 -1.700
H -0.880 -0.043 3.433
C 3.935 0.222 -0.163
H 3.934 -0.317 4.598
C -4.084 0.538 0.549
C -1.193 -4.513 1.011
C -1.534 -4.827 -1.354
H 7.237 0.020 -0.894
H 5.674 -0.150 1.028
C 5.317 0.054 0.029
C 2.878 -0.287 4.361
C 1.907 -0.390 5.339
C 0.701 4.442 -0.001
H 0.082 0.910 -5.472
C -4.649 -1.203 -1.035
N 0.966 2.607 1.473
Fe 0.788 0.517 0.856
H -6.737 -1.455 -1.434
C 0.878 4.976 1.424
C 4.317 0.583 -2.512
H 1.480 4.763 -0.692
H 3.940 0.791 -3.505
H -5.741 1.622 1.370
C -5.991 -0.899 -0.883
H -1.361 -2.488 1.717
O -1.148 -0.151 0.565
H -0.260 4.693 -0.452
H -0.011 5.483 1.799
C 3.445 0.483 -1.447
C -1.631 0.905 -4.188
H -2.223 1.525 -4.848
C 0.172 -0.133 3.682
C -1.399 -0.329 -2.146
H 2.201 -0.508 6.373
C 0.774 2.956 0.208
H -3.328 1.083 1.100
C -6.379 0.117 -0.018
H 1.437 -0.524 -3.987
C -5.430 0.834 0.697
H -3.185 0.719 -2.713
H 0.478 -1.331 -1.845
N 3.024 0.143 0.879
P -1.955 -0.853 -0.514
C 2.500 -0.116 3.027
C -0.098 -0.685 -2.503
C -1.756 -3.467 -1.509
C 1.130 -0.046 2.696
O 0.671 2.041 -0.650
O 1.367 3.708 3.460
```


# 9
C2H4N4O2 | ωB97M-V with the def2-TZVPD basis set

Properties
SMILES ... CNn1nnoc1=O
HOMO ... -9.984 eV
Lowest unoccupied orbital energy ... 0.29 eV

The geometry in XYZ format:
```
12
C2H4N4O2, DFT ωB97M-V with the def2-TZVPD basis set
N 0.773 -0.175 0.611
C -1.096 0.896 0.003
O -0.644 2.126 0.126
H 0.765 0.509 1.441
H 1.240 -1.296 -0.922
H 1.858 0.586 -1.172
O -2.350 0.585 -0.174
N -2.631 -0.770 -0.043
N -0.553 -0.304 0.271
H 2.490 -0.517 0.066
C 1.655 -0.338 -0.414
N -1.506 -1.301 0.207
```


# 10
C5H7NO | ωB97M-V with the def2-TZVPD basis set

Properties
HOMO ... -9.884 eV
Lowest unoccupied orbital energy ... 0.31 eV

The geometry in XYZ format:
```
14
C5H7NO, DFT ωB97M-V with the def2-TZVPD basis set
H 0.453 -0.945 1.977
H -0.576 -1.316 -0.777
C 0.316 0.129 1.811
H 0.301 1.554 0.191
C -0.942 0.071 -0.417
H 1.100 0.666 2.351
C 0.356 0.470 0.324
N 2.521 -0.370 -0.911
H -0.662 0.423 2.195
O -2.037 0.219 0.088
H -1.674 -0.603 -2.328
C 1.587 0.006 -0.339
C -0.763 -0.390 -1.765
H 0.020 0.086 -2.399
```


# 11
C8H15NO2 | ωB97M-V with the def2-TZVPD basis set

Properties
HOMO ... -6.709 eV
Lowest unoccupied orbital energy ... 0.46 eV

The geometry in XYZ format:
```
26
C8H15NO2, DFT ωB97M-V with the def2-TZVPD basis set
H 0.988 2.549 2.302
N 0.997 -0.184 -1.145
C 0.810 1.575 2.759
H -2.634 -0.909 -1.448
C -1.196 -0.375 0.062
H 0.547 0.635 -1.588
H 2.883 -0.759 -0.466
O -1.882 -3.908 -2.043
H -1.318 1.588 2.416
H 0.897 -0.986 -1.774
H 0.734 1.712 3.836
H -0.626 -0.017 2.700
H 1.660 0.930 2.549
O -0.072 -2.635 -2.627
H -0.281 1.623 0.140
C -2.012 -0.054 -1.177
C -0.976 -3.271 -2.319
C 2.412 0.111 -0.919
C -0.360 0.693 0.716
C 0.313 -0.556 0.181
H -1.751 -1.002 0.755
H 2.488 0.943 -0.218
H -1.402 0.197 -2.051
C -0.461 0.939 2.203
H -2.677 0.794 -0.990
H 2.919 0.364 -1.854
```


| no. | DFT total energy (Eh) | largest force on an atom (eV/Å) |
| --- | --- | --- |
| 1 | -777.260630 | 3.2 |
| 2 | -3056.047417 | 8.9 |
| 3 | -2938.667887 | 0.9 |
| 4 | -538.726723 | 7.2 |
| 5 | -5465.650246 | 0.8 |
| 6 | -871.450612 | 3.8 |
| 7 | -382.396396 | 2.7 |
| 8 | -3307.309644 | 2.0 |
| 9 | -447.940242 | 6.4 |
| 10 | -324.626489 | 3.9 |
| 11 | -518.968270 | 1.6 |